Record 1
69
Properties=species:S:1:pos:R:3:forces:R:3:lowdin_charge:R:1 method="wB97M-V/def2-TZVPD" energy_ev=-210311.133 total_charge=-2 homo_ev="-1.65 / -1.86" e_above_lowest_ev=1.6946 gap_ev="6.2 / 6.4" multiplicity=5
Se -15.61309 -18.88089 1.53494 0.50 0.48 -0.53 0.457
Se -13.31364 -18.34819 4.30899 0.01 -0.15 0.28 0.424
Fe -14.02434 -17.03049 2.36929 -0.03 -0.54 -0.47 0.347
O -15.27647 -16.00935 3.70121 -0.94 0.01 -0.36 -0.213
O -18.12530 -19.91934 4.94199 0.01 -0.95 0.12 -0.062
O -13.51708 -16.00541 0.72410 -0.23 0.41 -0.72 -0.259
O -13.18963 -16.21665 -2.18553 0.11 -0.97 -0.08 -0.134
O -14.50486 -11.93950 2.74997 0.05 0.37 -0.38 -0.069
O -16.56253 -13.77033 3.00663 -0.69 -0.38 0.32 -0.039
O -18.29901 -13.13033 1.68776 -1.13 0.47 0.30 0.006
N -12.67792 -13.09891 3.54193 0.99 -0.68 0.47 0.030
N -12.41685 -13.46198 2.25346 0.40 -0.30 -0.18 0.026
N -15.04526 -13.61978 0.74227 -0.45 -1.81 0.25 0.064
C -12.21145 -15.80289 -1.30731 1.42 -0.55 -1.21 -0.251
C -15.06453 -10.94277 5.30354 -1.12 -1.01 -2.40 -0.033
C -16.19408 -12.67391 -1.12392 2.63 0.12 0.19 -0.130
C -11.78374 -14.55821 2.17098 0.69 -0.64 -0.62 -0.135
C -11.37716 -15.02461 0.78825 0.76 0.44 0.71 -0.129
C -13.01217 -11.86328 6.06282 -0.06 -1.36 -0.21 -0.058
C -17.23365 -13.65654 1.94950 1.85 -0.75 -0.89 -0.637
C -17.65556 -18.63664 5.18397 2.01 1.30 0.75 -0.251
C -16.88740 -18.38598 2.91945 0.85 -1.03 0.03 -0.603
C -15.31547 -10.35357 6.51535 0.64 0.52 1.09 -0.126
C -16.23479 -16.61070 4.60074 1.72 -1.24 0.45 -0.165
C -16.42353 -14.26524 0.70884 0.62 0.24 0.84 -0.122
C -16.37856 -18.12956 4.36584 -1.01 -1.82 -0.58 -0.517
C -13.92099 -11.73293 5.01858 -0.63 1.20 0.82 -0.110
C -10.09657 -14.87468 0.23744 0.06 0.02 0.73 -0.049
C -15.16874 -19.02354 4.76048 0.70 -0.05 -0.12 -0.543
C -14.77774 -13.04742 -0.53585 0.57 0.33 -2.34 -0.127
C -10.88101 -15.77118 -1.83001 -2.11 0.59 1.35 -0.035
C -14.33811 -10.44403 7.49194 0.86 0.14 0.91 -0.137
C -16.94442 -13.87788 -0.65920 -2.63 0.68 1.28 -0.161
C -13.69283 -12.31464 3.62973 -1.72 1.54 0.62 -0.523
C -13.21628 -11.25763 7.28481 -0.93 0.93 -0.05 -0.116
C -13.36772 -17.67037 -1.98923 -0.09 1.80 -0.44 -0.025
C -12.42568 -15.61234 0.05769 -0.07 -0.49 0.71 -0.303
C -9.86518 -15.29192 -1.06736 -0.33 0.23 0.66 -0.144
H -15.01429 -12.94690 1.48384 0.43 1.42 1.54 0.072
H -9.21752 -14.51833 0.81412 -0.98 -0.01 -0.15 0.110
H -18.46734 -17.96813 5.03513 -0.76 0.93 -0.25 0.104
H -14.39841 -9.83752 8.42536 -0.18 -0.74 -0.63 0.093
H -12.37849 -18.13678 -1.98387 -0.20 -0.18 -0.14 0.089
H -13.81241 -17.65717 -1.01503 -0.54 -1.13 0.52 0.049
H -16.47555 -11.72376 -0.71086 -0.63 0.34 0.33 0.105
H -14.30849 -14.30761 0.97454 -0.29 -0.07 -0.05 0.110
H -8.93687 -15.19720 -1.54674 1.45 0.07 -0.19 0.070
H -10.64187 -16.11771 -2.79515 -0.29 -0.27 -1.24 0.093
H -15.06611 -19.09215 5.85820 -0.44 -0.09 -0.41 0.037
H -12.25204 -12.62755 5.93358 0.33 0.39 -0.05 0.100
H -13.94934 -12.32536 -0.45595 -0.73 0.23 0.04 0.138
H -17.61183 -20.27429 4.21752 0.16 -0.33 -0.23 0.064
H -15.18671 -20.05745 4.31545 -0.37 1.09 0.38 0.047
H -14.36985 -13.83796 -1.18657 -0.15 0.03 0.22 0.120
H -15.83954 -10.89405 4.49571 0.87 -0.04 0.70 0.126
H -15.77923 -16.39604 5.59372 -0.92 -0.22 -0.26 0.144
H -16.21324 -15.32915 0.92671 -0.57 0.26 -0.57 0.141
H -17.57989 -19.22465 2.84111 0.01 0.00 0.40 0.022
H -17.25344 -16.29124 4.46357 -0.11 1.18 -0.02 0.119
H -16.19219 -9.78579 6.82144 -0.13 -0.11 -0.79 0.091
H -17.32891 -18.54866 6.21416 -0.24 -0.14 0.62 0.112
H -11.61039 -15.16987 3.07642 0.15 0.24 -0.35 0.117
H -12.54446 -11.38755 8.09998 0.65 -0.15 0.40 0.075
H -15.64151 -15.15422 3.36334 -0.43 0.52 0.12 0.054
H -18.04269 -13.66955 -0.55526 0.90 -0.24 -0.07 0.127
H -17.48775 -17.57924 2.61825 -0.62 1.48 -0.50 0.041
H -16.82115 -14.65472 -1.33721 0.28 -1.53 -1.35 0.091
H -14.01665 -18.01129 -2.80871 0.20 -0.07 0.49 0.089
H -16.11960 -12.58281 -2.21297 -0.14 -0.02 0.18 0.106

Record 2
76
Properties=species:S:1:pos:R:3:forces:R:3:lowdin_charge:R:1 method="wB97M-V/def2-TZVPD" energy_ev=-65706.504 total_charge=0 homo_ev=-8.72 gap_ev=8.2 smiles="CCNc1ccc2c(c1N)C(=O)NC2=O.O=C1OCCO1.O=C1OCCO1.O=C1OCCO1.O=C1OCCO1.O=C1OCCO1"
O 1.46912 -2.97294 -4.21443 -0.06 -0.06 -0.01 0.169
O 3.32953 -1.75469 -3.84260 -0.11 0.00 0.03 0.067
O 1.50551 -1.38196 -2.61713 0.08 0.02 -0.02 0.031
O -0.53753 5.42794 -2.39045 0.01 0.07 0.00 0.061
O -0.46925 7.16030 -3.78847 0.02 -0.01 0.05 0.056
O 2.92212 3.98005 1.38368 -0.03 -0.05 -0.03 0.066
O -1.66058 5.32893 -4.34062 -0.01 0.00 -0.02 0.162
O -5.72011 -0.45454 0.93630 0.03 0.01 -0.01 0.168
O 1.75724 -1.15214 1.54714 0.49 0.44 0.05 0.091
O 5.07917 -0.54957 1.99220 0.10 0.02 -0.04 0.044
O -7.74336 -1.16864 1.62800 0.03 -0.06 0.02 0.066
O 2.63133 2.46916 -0.22247 -0.01 -0.02 0.03 0.060
O -0.23289 -4.35533 4.01649 -0.23 -0.61 0.71 0.152
O 5.43074 0.00996 -0.15730 0.01 0.04 -0.12 0.154
O 5.95747 -2.04625 0.60061 -0.02 0.11 0.02 0.070
O -5.95916 -2.47020 1.91107 -0.06 -0.04 0.03 0.039
O 2.89647 4.63281 -0.77225 0.03 0.03 0.04 0.151
N 0.94491 -2.48498 3.27859 -0.49 0.25 -0.37 0.148
N -0.48678 -0.26719 -0.24819 0.19 -0.67 0.38 0.156
N -3.14830 -1.33151 -1.07673 0.41 -0.08 -0.12 0.008
C -6.40803 -1.27992 1.44014 0.05 0.04 -0.03 -0.563
C -8.24720 -2.44091 2.04719 -0.11 -0.09 0.03 -0.114
C 2.04693 -2.12396 -3.62200 0.11 0.07 -0.02 -0.566
C 0.84516 -1.77279 2.02225 -0.36 -0.41 0.24 -0.360
C -7.01705 -3.09273 2.64619 -0.07 -0.08 0.08 -0.113
C -2.30956 -3.52685 1.79780 0.19 0.03 0.01 0.014
C -2.50770 -1.13066 -2.38270 -0.14 0.62 -0.26 -0.250
C 2.82563 1.72094 0.98916 0.08 -0.04 0.13 -0.111
C 3.59783 -0.55571 -3.09859 0.09 0.06 -0.01 -0.097
C 0.13362 7.61329 -2.57212 0.02 0.09 0.10 -0.117
C 6.05613 -2.62125 1.90996 0.03 -0.11 0.15 -0.103
C -2.36430 -1.86574 -0.02236 -0.26 -0.27 0.37 -0.181
C 2.82564 3.77425 0.04891 0.00 0.03 -0.02 -0.560
C -2.92599 -2.92184 0.70503 0.11 -0.08 0.17 0.021
C -0.95861 5.91184 -3.58114 -0.01 -0.03 0.00 -0.574
C 5.49187 -0.78527 0.72612 -0.12 -0.19 0.12 -0.570
C -0.48225 -2.01658 1.45320 -0.18 0.13 -0.22 -0.051
C -0.16354 -3.44058 3.26775 0.17 0.64 -0.54 -0.382
C 5.05866 -1.79624 2.69886 -0.10 -0.20 0.13 -0.104
C 2.55505 2.76478 2.05046 -0.09 -0.09 0.09 -0.099
C -1.10017 -1.38592 0.37575 0.25 0.20 -0.45 -0.144
C 2.56383 -0.63537 -2.00059 0.08 0.28 0.32 -0.121
C 0.46711 6.31193 -1.87307 0.10 0.08 0.02 -0.121
C -2.43127 0.35163 -2.77818 0.11 -0.43 0.64 -0.088
C -1.07280 -3.04452 2.16805 -0.29 -0.13 -0.19 -0.104
H 0.69070 -1.78614 3.98032 0.67 -0.24 0.39 0.153
H 0.39720 6.37400 -0.79066 -0.11 -0.12 0.00 0.132
H 4.61843 -0.55188 -2.72659 0.00 -0.17 -0.02 0.125
H 2.15000 0.87641 1.02876 -0.05 0.08 -0.13 0.087
H -3.65844 -0.51225 -0.77444 -0.15 -0.03 0.07 0.113
H -3.40776 0.68494 -3.11240 -0.04 0.20 -0.20 0.070
H -3.90314 -3.26401 0.40600 -0.10 0.04 -0.15 0.109
H -2.15795 0.91610 -1.89237 0.06 0.25 0.06 0.055
H 0.36037 -0.07920 0.27567 0.02 0.20 -0.05 0.052
H -6.89315 -2.86059 3.70529 -0.01 0.04 -0.01 0.133
H -1.66809 0.54037 -3.52576 -0.10 -0.01 -0.31 0.071
H 3.14969 2.62689 2.94959 0.11 0.15 -0.06 0.133
H -6.99143 -4.17074 2.51066 0.13 0.02 -0.11 0.132
H -0.14703 -0.54064 -1.16378 -0.32 0.20 -0.38 0.069
H 5.34612 -1.64917 3.73629 0.05 0.17 -0.04 0.134
H 5.81122 -3.67910 1.87839 -0.04 0.02 -0.17 0.135
H 1.49940 2.82271 2.32501 0.00 0.02 -0.04 0.133
H -1.52260 -1.58781 -2.39938 0.15 -0.14 0.11 0.098
H -3.09193 -1.63459 -3.15036 -0.03 -0.31 0.00 0.103
H -9.05733 -2.31189 2.75966 0.03 0.17 -0.01 0.132
H 3.45033 0.30522 -3.75204 -0.06 -0.02 -0.01 0.138
H -0.59487 8.21234 -2.02168 -0.02 -0.03 0.00 0.130
H 2.20735 0.34399 -1.68673 -0.12 -0.04 -0.07 0.122
H 2.91955 -1.18361 -1.12601 0.01 -0.03 -0.04 0.125
H 7.07914 -2.49925 2.26920 0.00 0.04 -0.02 0.133
H -2.76101 -4.34418 2.33781 -0.14 -0.05 0.01 0.121
H 4.04652 -2.20242 2.65979 0.00 0.03 -0.05 0.117
H 3.84709 1.34999 1.01433 0.02 0.09 -0.05 0.107
H -8.61958 -2.97619 1.17226 0.04 0.00 -0.01 0.134
H 1.44829 5.92739 -2.14193 0.00 -0.01 -0.01 0.113
H 1.00826 8.22227 -2.78442 -0.02 -0.04 -0.17 0.131

Record 3
64
Properties=species:S:1:pos:R:3:forces:R:3:lowdin_charge:R:1 method="wB97M-V/def2-TZVPD" energy_ev=-49924.622 total_charge=0 homo_ev=-7.55 e_above_lowest_ev=1.2811 gap_ev=8.2 smiles="CCC(=O)N1c2ccc(S(=O)(=O)CCC(=O)N3CCN(c4ccccc4)CC3)cc2C[C@H]1C"
S 0.00737 2.24015 1.38967 -0.32 0.18 0.34 0.731
O -6.47789 0.09990 1.51926 -0.12 0.05 0.23 0.074
O 0.72296 2.06485 -1.89028 -0.37 0.08 -0.12 0.026
O -0.03302 2.73696 2.74070 -0.31 0.18 0.06 -0.313
O 1.09263 1.33934 1.07237 -0.10 -0.08 -0.31 -0.298
N -5.01780 -0.49016 -0.09439 0.06 0.20 -0.04 0.058
N 4.73590 -0.20883 -0.38390 -0.20 0.15 -0.01 -0.096
N 2.84313 1.81497 -1.19296 0.19 -0.09 -0.17 -0.042
C -2.88574 0.23826 -0.52507 -0.07 -0.01 0.21 -0.135
C -4.35332 -2.64361 -1.07182 -0.12 0.24 -0.12 -0.025
C -3.76206 0.78859 1.66784 -0.10 -0.02 0.13 0.030
C -3.33256 -0.44511 -1.77979 -0.10 0.17 -0.06 -0.060
C 4.98606 -2.30389 0.79961 -0.16 0.07 -0.08 -0.032
C 5.79544 -3.23701 1.41667 0.10 -0.05 0.03 -0.096
C -1.54310 1.43439 1.00824 0.57 0.40 0.05 -0.276
C 0.10747 3.68731 0.25860 -0.07 -0.60 0.20 -0.186
C -3.91730 0.20109 0.42136 0.46 0.29 0.13 -0.126
C -7.36195 -1.29866 -0.18088 -0.03 -0.04 0.22 -0.152
C -7.85671 -2.37976 0.78129 0.00 0.10 -0.07 -0.085
C 3.37067 -0.51027 -0.75598 -0.14 -0.04 -0.10 -0.137
C 1.65011 2.44137 -1.18884 0.38 0.38 -0.28 -0.489
C -2.55273 1.40889 1.94918 0.12 0.10 0.08 -0.038
C -6.25383 -0.50440 0.49100 -0.26 -0.08 -0.32 -0.427
C 6.90948 -0.93648 0.37566 0.01 0.14 0.01 -0.037
C -4.62191 -1.16242 -1.33892 -0.03 -0.58 -0.39 -0.297
C 5.10553 1.18221 -0.48859 0.08 0.24 -0.12 -0.142
C 7.70645 -1.87266 1.00332 0.01 -0.03 0.05 -0.099
C 5.52622 -1.12784 0.26549 0.17 -0.18 0.03 -0.229
C 2.91744 0.49988 -1.80266 -0.18 -0.36 -0.13 -0.105
C 1.49804 3.70403 -0.34470 -0.06 -0.32 0.03 -0.119
C 7.15977 -3.03119 1.52825 0.07 -0.13 0.08 -0.115
C -1.68994 0.85655 -0.24474 -0.15 -0.18 -0.08 0.008
C 3.90133 2.09138 -0.23770 0.24 0.17 0.31 -0.128
H -4.05883 -3.14056 -1.99280 0.05 -0.08 -0.08 0.085
H 4.22665 3.13137 -0.33568 0.02 -0.10 0.09 0.130
H -8.72499 -2.88672 0.36762 -0.05 -0.07 -0.01 0.074
H -8.13161 -1.92604 1.72976 -0.02 -0.01 0.06 0.076
H -8.17842 -0.59652 -0.36645 0.11 0.02 -0.06 0.124
H 3.33030 -1.51811 -1.17882 -0.05 0.05 0.04 0.129
H -0.88795 0.90870 -0.96461 0.09 -0.03 -0.15 0.106
H -0.10740 4.56308 0.86243 -0.06 -0.01 0.10 0.105
H -2.37481 1.87424 2.90551 -0.06 0.05 0.14 0.113
H 3.52931 1.91849 0.78005 0.09 0.08 -0.04 0.128
H 3.61378 0.51622 -2.64748 -0.08 -0.09 0.02 0.133
H 5.35053 -4.13377 1.82400 -0.04 -0.05 0.03 0.101
H -7.07880 -3.11777 0.96774 0.04 -0.10 0.04 0.071
H 7.78734 -3.76217 2.01471 0.05 -0.06 0.04 0.095
H 1.92095 0.25334 -2.17222 0.20 0.00 0.02 0.125
H 5.53123 1.40461 -1.47891 0.05 0.08 0.13 0.129
H -4.55811 0.76713 2.39172 0.02 0.00 0.01 0.106
H -3.55002 -2.74345 -0.34521 0.11 -0.03 0.08 0.095
H 3.92396 -2.48251 0.75121 -0.12 0.00 -0.01 0.097
H -5.40595 -1.04787 -2.09181 0.11 0.00 0.12 0.139
H -5.23598 -3.14012 -0.67857 -0.10 -0.08 0.05 0.065
H -3.52764 0.29292 -2.56115 -0.01 -0.03 -0.03 0.129
H 7.37148 -0.05898 -0.05035 0.02 0.07 -0.06 0.098
H 5.86197 1.41618 0.26449 -0.08 0.02 -0.09 0.122
H -7.06655 -1.74407 -1.12663 0.01 0.05 -0.05 0.089
H 2.68192 -0.44948 0.09990 0.02 -0.14 -0.08 0.125
H -0.64991 3.54391 -0.50741 -0.02 0.05 -0.03 0.100
H 8.77077 -1.69811 1.07327 0.07 0.02 -0.01 0.101
H 1.61839 4.57200 -0.99887 -0.01 -0.04 0.06 0.137
H -2.58961 -1.14566 -2.15777 -0.04 -0.05 -0.05 0.124
H 2.23184 3.75186 0.45505 0.11 0.10 -0.07 0.105

Record 4
64
Properties=species:S:1:pos:R:3:forces:R:3:lowdin_charge:R:1 method="wB97M-V/def2-TZVPD" energy_ev=-41136.403 total_charge=0 homo_ev=-8.48 e_above_lowest_ev=1.0196 gap_ev=9.0 smiles="C=CCN(C(=O)CNC(=O)c1ccco1)[C@@H](C(=O)NC1CCCCC1)c1ccc(OC)cc1"
O -1.91416 2.34340 1.21678 -0.01 0.45 0.05 0.075
O 0.10235 1.26809 -0.76156 0.09 -0.02 -0.26 0.074
O -0.12148 -5.09527 1.12584 -0.23 0.22 0.17 -0.084
O 4.38228 1.35929 0.86140 0.22 -0.10 0.02 0.061
O 4.59006 0.01207 -2.43706 -0.41 0.30 -0.01 0.048
N 3.06035 1.69125 -0.95103 -0.20 0.01 -0.29 0.104
N -2.42033 0.34567 0.28041 -0.30 -0.22 -0.07 0.117
N 0.73759 1.27213 1.39380 -0.30 -0.28 0.24 -0.009
C -4.74759 -0.01601 -0.37834 -0.08 0.42 0.04 -0.151
C 0.82604 -2.89379 0.65806 0.05 -0.39 -0.06 -0.005
C 0.87300 1.64178 0.10937 0.47 0.32 -0.21 -0.421
C -1.66474 1.17391 1.01547 0.07 -0.46 0.36 -0.458
C -1.25596 -1.81657 2.12737 0.20 -0.03 -0.06 -0.034
C -5.87158 0.50999 -1.26697 0.05 -0.34 -0.11 -0.203
C 6.08432 -0.42451 -0.83776 -0.77 0.52 -0.01 0.013
C -5.44471 0.51032 -2.73203 -0.10 0.33 0.05 -0.213
C 1.37623 3.03483 2.95887 -0.09 -0.22 -0.02 -0.148
C 0.72369 -1.52181 0.82469 -0.20 0.15 0.14 -0.004
C -0.12062 -3.73775 1.22509 -0.06 0.13 0.03 -0.276
C 5.51494 -0.81470 -2.94188 0.69 -0.46 0.06 -0.105
C -0.31377 -0.96232 1.55279 0.18 -0.11 0.08 -0.187
C -1.16632 -3.18034 1.96524 0.05 -0.19 -0.06 0.005
C -3.05813 0.81518 -2.03621 -0.05 0.42 0.12 -0.145
C -4.18121 1.34532 -2.92080 0.03 -0.36 -0.10 -0.199
C 2.07736 2.50903 -0.27640 -0.14 0.00 0.17 -0.046
C 2.32493 3.88928 3.29078 0.09 0.10 0.06 0.014
C 4.11204 1.13760 -0.30799 -0.22 0.17 -0.24 -0.426
C 4.93502 0.25572 -1.14852 1.01 -0.51 0.64 -0.186
C 6.45901 -1.11916 -2.00765 -0.32 0.05 -0.47 -0.048
C 0.91694 -5.71829 0.40992 0.17 -0.09 -0.12 -0.091
C -3.48937 0.83032 -0.56943 -0.05 -0.17 -0.03 -0.312
C 1.64646 1.64093 2.46576 0.31 0.22 0.28 -0.147
C -0.45893 0.52413 1.75328 -0.16 0.22 -0.31 -0.139
H 1.47499 -0.88917 0.37796 0.05 0.08 -0.04 0.112
H 2.55033 2.98918 0.57743 -0.03 0.03 -0.12 0.108
H 0.71664 -6.78679 0.47087 0.06 0.07 -0.03 0.093
H 2.83238 1.37186 -1.88023 0.08 -0.01 0.05 0.146
H 1.89482 -5.50796 0.85495 -0.04 0.00 -0.03 0.096
H -2.06765 -1.39874 2.70500 -0.11 0.03 0.07 0.124
H -0.65728 0.72049 2.81432 0.02 0.02 -0.17 0.164
H 7.31052 -1.75478 -2.13666 0.15 -0.14 -0.10 0.103
H 1.49022 0.92687 3.28088 0.01 -0.01 -0.13 0.137
H -5.05230 0.00934 0.66951 0.06 -0.06 0.04 0.115
H -2.15446 1.41548 -2.14651 0.06 -0.06 0.00 0.110
H -4.52537 -1.05362 -0.64088 0.03 -0.11 0.01 0.119
H 2.68559 1.53460 2.14149 -0.17 -0.02 0.10 0.098
H -1.89197 -3.84416 2.40744 -0.09 -0.08 0.06 0.119
H 0.92200 -5.41127 -0.64104 0.01 0.00 0.04 0.095
H -6.12156 1.52875 -0.96352 -0.07 0.06 0.04 0.115
H -3.87134 1.32117 -3.96742 0.00 0.10 -0.01 0.108
H 2.10104 4.87828 3.65177 -0.10 0.18 0.06 0.053
H -3.68309 1.86057 -0.25416 -0.01 -0.10 -0.06 0.153
H -6.76363 -0.10668 -1.13847 -0.05 0.07 0.04 0.107
H 1.65189 -3.28695 0.08654 0.06 -0.08 -0.05 0.103
H 0.32979 3.30482 3.01317 -0.16 0.10 0.04 0.106
H -4.38965 2.38401 -2.65648 0.00 0.10 -0.03 0.116
H 6.58223 -0.41460 0.10928 0.05 0.05 0.23 0.120
H -6.25059 0.90833 -3.35202 -0.02 -0.07 -0.06 0.106
H -2.81643 -0.21128 -2.32542 0.06 -0.09 -0.02 0.123
H 1.71546 3.26825 -0.97418 -0.01 -0.08 0.16 0.139
H 3.36812 3.62472 3.22437 0.23 -0.10 -0.07 0.064
H -2.03987 -0.56003 0.04881 0.08 0.10 0.06 0.140
H 5.39733 -1.11427 -3.96491 -0.11 0.02 -0.13 0.124
H -5.25187 -0.51611 -3.05314 -0.02 -0.07 -0.06 0.112

Computed values of max |F| (unit: eV/A) for the preceding records, in sequence: 3.00, 0.96, 0.70, 1.30.